A molecular structure, C39H51AsGdN2PSi2 at a distorted geometry. Source: the OMol25 dataset; level of theory: ωB97M-V with the def2-TZVPD basis set.

Geometry as XYZ:
```
97
Properties=species:S:1:pos:R:3:forces:R:3:mulliken_charge:R:1
Gd -0.1622 -1.0569 -0.3163 0.42 1.85 -0.54 -0.22
N -0.0474 -2.1176 2.0017 0.86 -0.46 0.38 0.11
C 0.9781 -1.8950 3.0730 0.01 -0.08 0.15 -0.99
C 0.7994 -2.5520 4.2958 0.86 0.58 0.51 -0.42
C 1.7657 -2.3555 5.3538 -2.15 -0.30 -2.28 -0.80
C 2.8882 -1.6362 5.0605 1.33 0.70 0.79 -0.77
C 3.0624 -0.9810 3.8408 -0.75 -0.68 0.28 1.13
C 2.0862 -1.0268 2.8586 -1.20 -1.37 0.05 -0.79
P 2.1802 -0.0011 1.3796 -1.75 0.19 0.43 0.60
C 2.3386 1.6414 2.1770 -0.59 -0.80 -1.53 0.73
C 2.4440 2.6714 1.2348 0.75 0.87 0.58 -0.33
C 2.9024 3.9256 1.7064 -0.70 -1.83 0.12 -0.93
C 3.0329 4.1543 3.0810 -0.54 -0.27 -0.02 -0.73
C 2.5883 3.1902 3.9843 -0.09 -1.81 -0.21 -0.57
C 2.2441 1.8578 3.5365 0.53 2.45 0.35 -0.53
C 3.6126 -0.6150 0.5138 1.66 0.54 0.67 0.90
C 4.1396 -1.8224 0.9871 -1.06 -0.23 0.69 -0.34
C 5.2895 -2.2876 0.4256 2.44 0.40 -1.11 -0.73
C 5.9785 -1.5632 -0.6087 -1.84 -0.14 0.45 -0.76
C 5.3894 -0.4007 -1.1423 -0.04 -1.29 1.45 -0.62
C 4.2972 0.1138 -0.4678 -1.54 0.68 0.32 -0.68
H 0.0059 -3.1046 1.6640 -0.25 0.77 0.81 0.43
H -0.9535 -1.9520 2.4357 -0.06 -0.40 -0.14 0.29
H -0.0984 -3.1728 4.4243 0.52 0.25 0.15 0.47
H 1.5373 -2.7342 6.3243 0.20 -0.37 0.46 0.49
H 3.6566 -1.5071 5.8448 -0.45 -0.11 -0.58 0.40
H 3.9498 -0.4346 3.6407 0.67 0.51 0.07 0.63
H 2.1823 2.4478 0.1712 0.68 0.48 0.89 0.51
H 3.1789 4.6322 0.9822 0.17 1.19 -0.65 0.55
H 3.3743 5.1160 3.4593 0.01 -0.22 -0.18 0.43
H 2.6047 3.3780 5.0564 -0.14 0.11 -0.25 0.46
H 1.8393 1.0901 4.1893 0.52 0.30 0.14 0.49
H 3.6416 -2.3140 1.8704 0.86 0.23 -1.40 0.37
H 5.8231 -3.1476 0.8214 -0.34 -0.04 0.01 0.46
H 6.9204 -1.9335 -0.9662 0.15 -0.16 -0.26 0.46
H 5.7032 0.0881 -2.0239 0.92 0.54 -0.54 0.55
H 3.9379 1.1493 -0.6351 0.25 -0.79 -0.45 0.18
C -1.3841 -1.2820 -5.7289 -0.62 -0.65 -1.01 -0.85
Si -1.5763 -0.4038 -4.0966 -0.18 -1.31 -0.07 0.39
C -0.6976 1.2430 -4.1813 -0.78 0.50 0.68 -0.97
C -3.4468 -0.4177 -3.8337 0.15 0.33 1.20 -1.17
C -0.7939 -1.5755 -2.7301 0.68 0.82 0.95 1.31
C -1.6745 -2.5462 -2.0413 -0.63 -0.27 -0.32 -0.77
C -2.2636 -3.6074 -2.7587 -0.39 -0.73 2.25 -0.42
C -3.0317 -4.5462 -2.0354 0.11 0.65 -0.49 -0.60
C -3.4436 -4.2195 -0.7273 -0.31 -0.96 0.29 -0.88
C -2.8707 -3.1201 -0.0876 -1.41 -0.70 -0.18 -0.19
N -1.9475 -2.3800 -0.6873 -0.16 -0.12 -1.68 0.41
Si 0.9659 -2.1681 -3.0064 0.69 0.49 -0.46 0.70
C 2.1480 -0.7331 -3.5578 -0.98 -0.86 1.34 -1.02
C 1.1018 -3.5561 -4.2479 0.31 -1.23 1.16 -1.33
C 1.6652 -3.0216 -1.3961 0.59 0.34 0.14 -1.10
H -1.1328 -0.6731 -6.6172 0.18 -0.13 0.56 0.42
H -2.3574 -1.7610 -6.0178 0.76 0.30 0.38 0.26
H -0.6664 -2.1028 -5.6281 -0.02 0.31 -0.36 0.02
H -0.2337 1.5002 -3.2132 -0.31 0.28 -0.39 0.10
H -1.3981 2.0262 -4.5351 0.13 -0.25 0.64 0.44
H 0.0541 1.2849 -4.9399 0.76 -0.42 -0.42 0.37
H -4.0128 -1.0663 -4.4971 0.30 -0.33 -0.02 0.33
H -3.7685 0.5821 -4.1114 -0.35 0.32 0.32 0.44
H -3.7444 -0.6554 -2.7759 0.11 0.46 -0.90 0.21
H -2.0670 -3.7410 -3.7925 0.24 -0.02 -0.71 0.59
H -3.3559 -5.4945 -2.5180 0.08 0.94 0.41 0.46
H -4.2023 -4.9003 -0.2576 0.92 1.04 -0.19 0.40
H -3.2478 -2.6935 0.8518 0.31 -0.71 -0.11 0.45
H 2.0799 -0.7707 -4.6213 0.28 0.19 -0.93 0.45
H 3.1479 -0.9716 -3.2016 0.16 -0.06 -0.23 0.21
H 1.9054 0.2746 -3.2215 -0.12 -0.03 0.03 0.29
H 2.1012 -3.5648 -4.6826 -0.01 -0.04 -0.15 0.40
H 0.3609 -3.5846 -5.0150 -0.33 0.31 -0.67 0.42
H 0.9624 -4.5461 -3.7407 0.27 0.72 -0.20 0.33
H 1.6460 -2.5078 -0.3778 0.58 -0.81 -0.92 0.29
H 2.7471 -3.3148 -1.5891 -1.20 0.62 0.35 0.34
H 1.1310 -3.9694 -1.3241 -0.15 -0.09 0.29 0.46
C -3.5985 0.6298 1.8692 1.44 -2.14 0.43 -1.37
As -1.8156 1.2184 1.2341 -1.17 1.11 -0.13 0.72
C -1.2305 2.1049 2.8654 -1.01 -1.17 1.38 -1.15
C -2.5077 2.8334 0.1659 1.47 -0.37 -0.06 -1.42
C -3.2310 3.9519 0.8018 -1.38 0.84 1.34 0.47
C -4.6319 3.8752 1.0492 2.27 0.39 0.24 -0.28
C -5.3070 4.9428 1.5985 -0.47 -0.54 -0.17 -0.76
C -4.6662 6.1350 1.8692 0.78 0.34 -0.69 -0.48
C -3.3032 6.2583 1.6220 0.24 -0.58 0.35 -0.66
C -2.5993 5.1600 1.1690 0.98 -0.94 -0.77 -0.13
H -4.0790 1.4806 2.2410 -0.78 1.27 0.66 0.54
H -3.4677 -0.1212 2.7052 -0.17 0.83 -0.84 0.34
H -4.2013 0.1703 1.0924 0.05 0.00 -0.20 0.36
H -2.0279 2.7786 3.1983 0.14 0.21 -0.45 0.53
H -0.3042 2.6384 2.7209 0.30 -0.04 0.19 0.23
H -1.2325 1.3432 3.7161 0.65 0.83 -1.17 0.36
H -3.1313 2.3447 -0.5631 -0.15 -0.11 -0.53 0.54
H -1.6184 3.2718 -0.3159 -0.25 -0.48 -0.11 0.56
H -5.1237 2.9468 0.9088 -0.58 -0.63 -0.44 0.50
H -6.3555 4.7420 1.7569 -0.22 0.62 0.24 0.39
H -5.1619 7.0305 2.1386 -0.81 0.45 0.56 0.42
H -2.7153 7.1509 1.8228 -0.51 0.06 0.03 0.39
H -1.5007 5.2531 1.0419 -0.75 -0.10 -0.04 0.28
```
Forces are in eV/Å.

As for the expectation value of S²: 16.131. The maximum force is 0.061 Eh/bohr. The multiplicity is 8. Its net charge is +2. The calculation puts the energy above the lowest of the compared OMol25 structures with the same formula, charge and spin at 62.84 kJ/mol. Its HOMO energy (spin up / spin down) is -12.8 / -12.8 eV.